Entry 1
DFT (ωB97M-V/def2-TZVPD) results for a 11-piece molecular cluster, C15H52O11 overall.

```
78
Properties=species:S:1:pos:R:3
C -22.615 16.451 10.855
C -23.771 15.500 10.523
O -23.778 14.417 11.491
H -21.593 15.931 10.912
H -22.805 16.804 11.877
H -22.508 17.281 10.220
H -23.665 15.170 9.486
H -24.746 15.973 10.434
H -23.622 14.840 12.293
C -21.523 22.541 11.331
C -21.646 22.274 9.757
O -20.302 21.897 9.431
H -22.086 23.516 11.450
H -20.521 22.875 11.741
H -21.801 21.631 11.892
H -21.905 23.095 9.181
H -22.142 21.348 9.570
H -20.271 21.002 9.780
C -27.704 17.369 6.937
C -26.174 17.586 6.989
O -25.845 18.445 8.101
H -28.364 18.170 6.497
H -28.208 17.134 7.811
H -27.842 16.381 6.488
H -25.899 18.162 6.152
H -25.510 16.738 6.940
H -24.936 18.639 7.956
C -23.705 20.832 6.860
C -22.927 19.485 7.068
O -22.687 19.069 8.384
H -24.620 20.880 7.437
H -24.001 21.018 5.789
H -23.063 21.625 7.283
H -22.004 19.602 6.531
H -23.589 18.772 6.659
H -21.815 18.576 8.348
C -19.679 18.783 11.079
O -20.287 19.265 9.929
H -20.230 17.890 11.401
H -19.660 19.479 11.940
H -18.657 18.487 10.811
H -19.989 18.700 9.135
C -17.930 17.424 8.406
O -19.329 17.334 8.330
H -17.446 17.544 7.368
H -17.483 16.561 8.859
H -17.574 18.158 9.090
H -19.591 16.461 8.003
C -23.970 18.678 3.859
O -22.616 19.242 3.763
H -24.168 17.862 4.508
H -24.157 18.170 2.961
H -24.670 19.484 4.093
H -22.044 18.540 3.429
C -22.035 15.978 6.165
O -22.619 15.959 7.455
H -22.373 15.009 5.728
H -20.926 16.045 6.262
H -22.428 16.849 5.551
H -22.774 15.073 7.842
C -22.379 22.665 4.161
O -21.634 22.673 2.963
H -23.466 22.655 4.028
H -22.167 23.631 4.582
H -21.938 22.029 4.914
H -20.803 23.075 3.102
C -19.452 19.031 5.665
O -19.825 19.981 4.662
H -19.548 19.548 6.618
H -18.391 18.775 5.577
H -20.049 18.111 5.718
H -20.765 20.186 4.750
C -24.618 18.913 11.615
O -23.544 19.669 11.175
H -24.550 17.885 11.332
H -25.563 19.239 11.260
H -24.657 19.097 12.628
H -23.304 19.562 10.308
```

Calculated values
Multiplicity: 1
HOMO-LUMO gap: 0.31814 Ha
SMILES: CCO.CCO.CCO.CCO.CO.CO.CO.CO.CO.CO.CO

Entry 2
DFT (ωB97M-V/def2-TZVPD) results for C15H52O11 as an isolated structure.

```
78
Properties=species:S:1:pos:R:3
C -1.494 -1.370 1.999
C -1.999 -1.640 0.580
O -3.069 -0.817 0.388
H -0.781 -0.551 2.082
H -0.826 -2.212 2.180
H -2.253 -1.305 2.779
H -2.390 -2.649 0.457
H -1.229 -1.558 -0.188
H -2.708 0.044 0.610
C 1.437 2.516 2.614
C 0.875 3.415 1.538
O 1.929 4.066 0.857
H 0.710 1.781 2.961
H 1.794 3.071 3.481
H 2.170 1.882 2.115
H 0.190 4.157 1.947
H 0.263 2.850 0.835
H 2.298 4.807 1.343
C 0.251 -0.112 -1.124
C 0.473 1.124 -0.301
O -0.067 0.974 0.972
H 0.728 -0.991 -0.691
H 0.582 0.141 -2.131
H -0.786 -0.447 -1.127
H -0.017 1.965 -0.791
H 1.545 1.273 -0.171
H 0.535 0.427 1.482
C -1.150 -4.435 -1.205
C -0.138 -3.546 -1.868
O -0.253 -2.336 -1.220
H -1.104 -5.439 -1.627
H -2.168 -4.069 -1.343
H -0.843 -4.547 -0.165
H -0.286 -3.448 -2.943
H 0.828 -3.945 -1.557
H 0.309 -2.175 -0.459
C 2.255 -0.689 1.943
O 0.835 -0.545 1.653
H 2.621 -1.714 2.003
H 2.779 -0.177 1.136
H 2.459 -0.094 2.834
H 0.575 -1.275 1.086
C 0.226 -1.401 -3.049
O 0.958 -2.386 -3.787
H 0.663 -1.448 -2.052
H 0.278 -0.388 -3.448
H -0.799 -1.758 -3.153
H 0.825 -2.205 -4.721
C 3.898 0.814 -1.991
O 3.123 0.742 -0.830
H 4.095 1.869 -2.179
H 4.863 0.311 -1.932
H 3.409 0.428 -2.885
H 2.633 1.566 -0.780
C -1.596 3.491 0.419
O -1.772 4.910 0.600
H -0.750 3.211 -0.208
H -1.493 3.126 1.441
H -2.477 3.071 -0.065
H -2.339 5.216 -0.112
C 1.496 -3.135 1.109
O 1.127 -2.251 0.032
H 0.870 -3.169 2.001
H 1.438 -4.106 0.617
H 2.524 -3.002 1.448
H 1.902 -2.412 -0.511
C -2.584 1.533 2.308
O -2.246 0.965 1.078
H -2.657 0.622 2.903
H -1.682 2.092 2.558
H -3.433 2.207 2.412
H -1.295 1.064 0.986
C -2.500 1.430 -1.591
O -1.424 0.920 -2.299
H -2.731 2.473 -1.807
H -3.479 0.973 -1.737
H -2.291 1.459 -0.521
H -1.658 0.761 -3.217
```

Calculated values
Multiplicity: 1
HOMO-LUMO gap: 0.27181 Ha

entry 1 is favored, and the nearest alternative lies 1938.5 kJ/mol above it.

Entry 1
DFT (ωB97M-V/def2-TZVPD) results for a 4-piece molecular cluster, C4H15NO3 overall.

```
23
Properties=species:S:1:pos:R:3
C -1.423 -0.090 1.347
C -0.123 -0.883 1.529
C 0.966 0.091 1.872
C 1.505 0.133 3.087
N -1.375 0.688 0.131
H -1.603 0.563 2.206
H -2.292 -0.775 1.374
H 0.088 -1.416 0.602
H -0.255 -1.567 2.372
H 1.423 0.678 1.083
H 1.260 -0.607 3.823
H 2.259 0.818 3.458
H -2.087 1.383 0.005
H -1.308 0.095 -0.694
H 0.813 3.025 -1.285
H 1.019 2.541 0.124
O 1.375 3.170 -0.516
H 0.120 -3.511 -2.707
H 0.967 -2.382 -2.047
O 0.512 -2.635 -2.878
H -0.337 -0.730 -2.936
H -1.852 -0.784 -3.196
O -1.166 -0.238 -2.800
```

Calculated values
Multiplicity: 2
Charge: -1
HOMO-LUMO gap (spin up / spin down): 0.10766 / 0.34663 Ha
<S²>: 0.750

Entry 2
DFT (ωB97M-V/def2-TZVPD) results for a 4-piece molecular cluster, C4H15NO3 overall.

```
23
Properties=species:S:1:pos:R:3
C 0.685 2.939 -0.351
C -0.702 2.461 -0.050
C -1.038 1.286 -0.613
N -2.277 0.700 -0.142
C -2.432 -0.702 -0.571
H 1.391 2.637 0.297
H 0.970 2.686 -1.347
H 0.564 4.088 -0.415
H -1.413 2.953 0.626
H -0.539 0.746 -1.405
H -3.006 1.280 -0.383
H -3.473 -0.793 -0.937
H -1.719 -1.002 -1.333
H -2.556 -1.387 0.296
H 0.907 -0.813 3.248
H -0.076 -0.686 2.108
O 0.507 -1.358 2.506
H 0.034 -3.434 -0.327
H -0.096 -2.033 0.057
O -0.298 -2.581 -0.707
H 4.023 -2.110 -0.159
H 4.997 -0.975 0.022
O 4.397 -1.307 -0.530
```

Calculated values
Multiplicity: 2
Charge: -1
HOMO-LUMO gap (spin up / spin down): 0.10480 / 0.31271 Ha
<S²>: 0.751

entry 1 is favored, and the nearest alternative lies 163.8 kJ/mol above it.

Entry 1
DFT (ωB97M-V/def2-TZVPD) results for a 2-piece molecular cluster, C2H10N4O overall.

```
17
Properties=species:S:1:pos:R:3
C 0.418 0.909 -1.884
C 0.178 -0.589 -2.014
N 1.205 -0.565 1.706
O 1.313 -1.597 1.037
H 1.480 1.129 -1.962
H -0.104 1.453 -2.669
H 0.701 -1.133 -1.230
H -0.885 -0.820 -1.958
H 0.548 -0.947 -2.971
N 0.015 -0.081 1.816
N -0.156 1.035 2.601
N -1.147 -0.716 1.314
H 0.071 1.285 -0.923
H -0.721 1.733 2.125
H -0.590 0.803 3.491
H -1.479 -0.244 0.473
H -0.846 -1.657 1.047
```

Calculated values
Multiplicity: 1
HOMO-LUMO gap: 0.37528 Ha
SMILES: NN(N)N=O.CC

Entry 2
DFT (ωB97M-V/def2-TZVPD) results for a 2-piece molecular cluster, C2H10N4O overall.

```
17
Properties=species:S:1:pos:R:3
C -2.927 0.745 0.300
N -0.516 -1.036 0.078
O -2.486 -0.347 1.019
H -0.853 -1.992 0.106
H -1.110 -0.575 0.984
H -3.196 0.506 -0.749
H -2.172 1.560 0.240
H -3.828 1.176 0.767
C 1.729 -0.146 -0.288
N 1.104 0.726 -1.122
N 3.054 0.068 0.014
N 1.039 -1.135 0.220
H 3.560 -0.707 0.415
H 3.583 0.601 -0.660
H 1.439 1.675 -1.157
H 0.093 0.601 -1.087
H 1.485 -1.721 0.919
```

Calculated values
Multiplicity: 1
HOMO-LUMO gap: 0.24593 Ha

entry 2 is favored, and the nearest alternative lies 48.4 kJ/mol above it.

Entry 1
DFT (ωB97M-V/def2-TZVPD) results for one molecule with the formula C2H9N4P.

```
16
Properties=species:S:1:pos:R:3
C -0.672 1.453 0.335
C -0.621 0.919 -1.260
N 0.399 -2.354 1.009
N -0.299 0.332 1.188
N -0.308 -0.450 -1.375
N 1.960 -0.625 0.033
P 0.362 -0.921 0.370
H -0.070 2.348 0.494
H -1.687 1.777 0.675
H -1.633 1.103 -1.654
H 0.266 1.391 -1.694
H -0.365 -2.488 1.765
H -0.968 0.090 1.904
H -1.170 -0.955 -1.351
H 2.047 -0.396 -0.868
H 2.759 -1.223 0.430
```

Calculated values
Multiplicity: 1
HOMO-LUMO gap: 0.35497 Ha
SMILES: N=P1(N)NCCN1

Entry 2
DFT (ωB97M-V/def2-TZVPD) results for C2H9N4P as an isolated structure.

```
16
Properties=species:S:1:pos:R:3
C 0.931 0.964 0.179
C 1.527 -0.416 -0.245
N -2.773 -0.145 -0.870
N -0.384 1.153 -0.389
N 0.564 -1.336 0.116
N -1.875 -0.272 1.477
P -1.441 -0.103 -0.120
H 0.640 0.689 1.282
H 1.616 1.842 -0.052
H 1.818 -0.464 -1.273
H 2.532 -0.630 0.208
H -2.816 0.063 -1.920
H -0.490 1.777 -1.182
H 0.493 -2.031 -0.598
H -0.977 -0.589 1.874
H -2.779 -0.834 1.354
```

Calculated values
Multiplicity: 1
HOMO-LUMO gap: 0.33202 Ha

entry 1 is favored, and the nearest alternative lies 140.9 kJ/mol above it.

Entry 1
DFT (ωB97M-V/def2-TZVPD) results for one molecule with the formula C5H10O2S.

```
18
Properties=species:S:1:pos:R:3
C -2.061 0.682 -1.014
C -0.075 -0.068 0.100
C -0.812 -0.382 1.409
C 1.002 -1.150 -0.125
C 2.349 0.621 -0.351
H -1.795 1.761 -0.957
H -2.737 0.491 -0.215
H -2.586 0.568 -1.948
H -1.379 -1.314 1.287
H -1.563 0.337 1.709
H -0.081 -0.480 2.238
H 0.560 -1.974 -0.686
H 1.509 -1.483 0.787
H 2.939 1.334 -0.947
H 2.910 0.312 0.552
O -0.964 -0.211 -1.022
O 1.969 -0.564 -1.025
S 0.815 1.521 0.208
```

Calculated values
Multiplicity: 1
HOMO-LUMO gap: 0.36102 Ha
SMILES: CO[C@@]1(C)COCS1

Entry 2
DFT (ωB97M-V/def2-TZVPD) results for C5H10O2S as an isolated structure.

```
18
Properties=species:S:1:pos:R:3
C 1.709 0.595 -0.475
C 0.152 0.083 -0.376
C -1.158 0.889 -0.573
C -1.805 -0.042 0.368
C -0.464 -0.039 1.022
H 2.434 -1.021 1.498
H 2.200 0.884 -1.446
H 1.727 1.350 0.164
H 1.218 -1.413 -0.848
H -1.643 0.881 -1.547
H -0.999 2.040 -0.376
H -2.727 0.265 1.021
H -1.190 -1.416 -0.726
H -0.143 -0.854 1.875
H -0.289 1.140 1.325
O 0.037 -1.256 -1.057
O -2.094 -1.486 0.012
S 3.036 -0.600 0.139
```

Calculated values
Multiplicity: 1
HOMO-LUMO gap: 0.34329 Ha

entry 1 is favored, and the nearest alternative lies 482.7 kJ/mol above it.

Entry 1
DFT (ωB97M-V/def2-TZVPD) results for an isolated ion of composition C3H3OS2 and charge -1.

```
9
Properties=species:S:1:pos:R:3
C 3.493 0.151 -0.040
C 1.745 -0.485 -0.136
C 0.071 -0.097 0.265
O 1.866 -1.434 -0.916
S 3.683 1.747 -0.259
S 4.445 -1.068 0.406
H -0.563 0.338 -0.546
H 0.063 0.554 1.153
H -0.045 -1.235 0.440
```

Calculated values
Multiplicity: 1
Charge: -1
HOMO-LUMO gap: 0.26345 Ha
SMILES: CC(=O)C(=S)[S-]

Entry 2
DFT (ωB97M-V/def2-TZVPD) results for an isolated ion of composition C3H3OS2 and charge -1.

```
9
Properties=species:S:1:pos:R:3
C 0.060 0.676 -0.066
C 1.441 -0.151 -0.008
C -1.190 -0.175 -0.015
O 2.462 0.505 0.035
S 0.121 2.221 0.176
S 1.734 -1.957 0.074
H -1.728 -0.162 -0.999
H -1.993 0.273 0.623
H -0.907 -1.230 0.179
```

Calculated values
Multiplicity: 1
Charge: -1
HOMO-LUMO gap: 0.23108 Ha
SMILES: CC(=S)C([O-])=S

entry 2 is favored, and the nearest alternative lies 129.4 kJ/mol above it.

Entry 1
DFT (ωB97M-V/def2-TZVPD) results for an isolated ion of composition C3H7N4O and charge +1.

```
15
Properties=species:S:1:pos:R:3
C -1.216 0.669 0.334
C -0.226 0.333 1.265
C 0.444 -0.397 -0.724
N -0.737 0.202 -0.881
N 0.792 -0.368 0.563
N -0.170 0.550 2.632
N 1.076 -1.147 -1.817
O -1.262 0.568 -2.050
H -2.087 1.185 0.510
H 1.590 -0.723 1.000
H -0.238 1.467 3.007
H 0.667 0.170 2.956
H 0.926 -0.976 -2.784
H 2.120 -1.297 -1.693
H -1.680 -0.236 -2.319
```

Calculated values
Multiplicity: 1
Charge: +1
HOMO-LUMO gap: 0.35073 Ha
SMILES: Nc1cn(O)c(=[NH2+])[nH]1

Entry 2
DFT (ωB97M-V/def2-TZVPD) results for an isolated ion of composition C3H7N4O and charge +1.

```
15
Properties=species:S:1:pos:R:3
C -1.047 0.804 -0.751
C -4.149 -0.804 -1.144
C -0.056 0.124 -0.107
N -2.353 0.708 -0.861
N -2.989 -0.482 -0.810
N -0.122 -0.944 0.833
N 1.395 0.578 -0.243
O -5.214 -1.119 -1.493
H -0.811 1.684 -1.235
H -2.638 -1.168 -0.186
H -0.313 -1.815 0.437
H -0.512 -0.640 1.795
H 1.872 0.164 -1.099
H 1.787 0.169 0.640
H 1.345 1.524 -0.339
```

Calculated values
Multiplicity: 1
Charge: +1
HOMO-LUMO gap: 0.27795 Ha

entry 1 is favored, and the nearest alternative lies 296.2 kJ/mol above it.

Entry 1
DFT (ωB97M-V/def2-TZVPD) results for a 8-piece molecular cluster, H16O8 overall.

```
24
Properties=species:S:1:pos:R:3
O 0.332 -1.118 -3.524
H 0.153 -2.015 -3.807
H -0.430 -0.877 -2.997
O -1.419 -0.601 -1.130
H -2.061 -0.013 -1.527
H -1.835 -1.462 -1.152
O -2.350 2.086 1.206
H -2.044 1.184 1.302
H -3.305 2.020 1.229
O 0.827 0.681 -0.513
H -0.001 0.201 -0.494
H 0.912 0.978 -1.419
O -1.988 -0.634 1.485
H -2.221 -0.526 0.564
H -2.625 -1.264 1.822
O 0.374 -1.979 1.564
H -0.165 -1.189 1.539
H 1.267 -1.656 1.683
O 1.518 1.939 2.152
H 0.944 1.612 1.460
H 2.193 2.436 1.690
O 4.289 0.294 -0.340
H 3.688 0.238 -1.084
H 3.945 -0.336 0.293
```

Calculated values
Multiplicity: 2
Charge: +1
HOMO-LUMO gap (spin up / spin down): 0.40705 / 0.11927 Ha
<S²>: 0.757

Entry 2
DFT (ωB97M-V/def2-TZVPD) results for a 8-piece molecular cluster, H16O8 overall.

```
24
Properties=species:S:1:pos:R:3
O 1.398 -1.282 -1.746
H 1.858 -2.111 -1.614
H 0.508 -1.450 -1.436
O -2.935 -0.587 -0.286
H -3.385 -0.507 0.555
H -3.425 -0.015 -0.876
O -0.305 0.193 3.216
H -0.487 -0.300 4.016
H 0.611 -0.003 3.017
O -1.166 -2.544 -0.828
H -1.718 -1.833 -0.502
H -1.469 -2.692 -1.724
O 2.422 -1.255 2.110
H 2.962 -1.857 2.622
H 2.916 -1.118 1.301
O -0.879 2.284 -3.550
H -1.599 1.813 -3.970
H -0.919 2.014 -2.633
O 0.213 0.958 0.349
H 0.498 0.308 0.991
H -0.573 0.578 -0.043
O 1.899 3.406 0.616
H 1.139 2.826 0.557
H 2.437 3.174 -0.141
```

Calculated values
Multiplicity: 2
Charge: +1
HOMO-LUMO gap (spin up / spin down): 0.37525 / 0.09318 Ha
<S²>: 0.758

entry 2 is favored, and the nearest alternative lies 13.5 kJ/mol above it.